A cluster of 2 separate species, C4H12 in total at a distorted geometry. Source: the OMol25 dataset; level of theory: the ωB97M-V functional and the def2-TZVPD basis.

Calculated values
Maximum force = 4.367 eV/Å
Charge = 0
Energy above the lowest of the compared OMol25 structures with the same formula, charge and spin = 1.296 eV
SMILES = CC.CC
Gap between HOMO and LUMO = 12.3 eV

Cartesian coordinates (Å):
C (-2.4114, 0.8836, 1.1320)
C (-1.6230, 0.2480, -0.1165)
H (-3.4555, 0.7600, 1.0486)
H (-2.1233, 0.4120, 2.0149)
H (-2.0020, 1.9498, 1.2507)
H (-2.1252, -0.7148, -0.1835)
H (-2.1072, 0.6649, -0.9675)
H (-0.5861, 0.4651, -0.0962)
C (2.0884, -0.8914, -1.2126)
C (2.0008, -0.2421, 0.1993)
H (1.5092, -1.7862, -1.2934)
H (1.7669, -0.2231, -2.0183)
H (3.0300, -1.2902, -1.5305)
H (2.4558, 0.7024, 0.2829)
H (2.3451, -1.0568, 1.0056)
H (0.9640, 0.1283, 0.4740)